Record 1
78
Properties=species:S:1:pos:R:3:mulliken_charge:R:1 method="wB97M-V/def2-TZVPD" total_charge=+1 energy_ha=-3038.86852 spin_multiplicity=4 s2=3.78 orbital_gap_ev="6.1 / 7.1"
V 0.06 -0.28 0.25 0.04
Si -2.41 -1.67 -1.43 0.53
Si -3.01 -1.43 1.75 -0.01
N 2.57 -0.02 -0.60 0.64
N 0.40 1.64 0.45 0.19
N 0.88 -0.44 2.00 1.43
N 0.42 -2.14 -0.16 0.79
N -2.08 2.11 -0.61 0.24
C 1.00 -1.49 2.82 -0.46
C 1.33 -4.32 0.11 -1.19
C 2.23 0.83 3.52 -0.87
C 1.53 0.70 2.33 0.66
C -3.82 0.26 1.98 -1.10
C -2.80 -3.51 -1.69 -1.30
C -2.20 -1.79 3.42 -1.15
C -0.75 -2.53 0.41 -2.35
C 1.44 1.76 1.32 0.67
C 0.17 -4.72 0.77 -0.66
C 0.24 2.64 -0.46 1.04
C 4.90 -0.18 -0.11 -1.06
C -3.59 3.29 -2.05 -0.82
C 2.87 0.72 -1.66 -0.39
C 1.42 -3.01 -0.32 -0.68
C -1.23 3.62 -2.25 -0.88
C 2.31 3.67 0.20 -1.35
C -3.31 2.40 -1.03 -0.09
C 2.40 2.75 1.22 -1.09
C 4.17 1.05 -2.01 -0.93
C 3.58 -0.46 0.16 -0.17
C -4.44 -2.65 1.50 -1.15
C 1.69 -1.44 4.01 -1.13
C -1.74 -1.45 0.35 3.47
C 2.31 -0.25 4.38 -0.96
C -1.06 2.76 -1.17 0.60
C -2.52 3.89 -2.70 -0.74
C -0.87 -3.83 0.93 -0.51
C 5.21 0.59 -1.22 -0.36
C -1.00 -1.15 -2.61 -1.13
C 1.20 3.63 -0.63 -0.60
C -3.96 -0.78 -2.06 -1.28
H -1.39 -0.87 -3.59 0.48
H -0.46 -0.27 -2.22 0.18
H 0.07 -5.73 1.14 0.51
H -3.63 -3.82 -1.05 0.28
H -4.20 0.33 3.00 0.44
H -2.67 4.57 -3.52 0.45
H -3.74 0.23 -2.39 0.35
H 3.30 -1.07 1.01 0.40
H 5.68 -0.57 0.54 0.46
H 1.06 4.40 -1.37 0.34
H -0.29 -1.95 -2.76 0.31
H -1.70 -2.76 3.48 0.33
H 2.84 -0.17 5.32 0.43
H -3.09 -3.71 -2.72 0.46
H 4.37 1.65 -2.89 0.47
H 3.07 4.43 0.07 0.45
H 6.24 0.82 -1.46 0.43
H 2.31 -2.65 -0.83 0.63
H -4.14 -3.70 1.47 0.33
H 2.03 1.07 -2.26 0.43
H -2.98 -1.79 4.19 0.56
H 0.52 -2.41 2.52 0.37
H -4.61 3.49 -2.34 0.46
H 2.70 1.77 3.77 0.52
H -4.31 -1.34 -2.92 0.50
H -1.94 -4.14 -1.46 0.30
H -1.49 -1.01 3.68 0.27
H -4.68 0.39 1.32 0.28
H -4.77 -0.74 -1.33 0.33
H -1.79 -4.13 1.41 0.30
H -3.12 1.08 1.81 0.23
H 2.14 -5.01 -0.07 0.50
H 3.24 2.78 1.91 0.41
H -4.98 -2.44 0.58 0.29
H 1.75 -2.32 4.64 0.56
H -5.15 -2.54 2.33 0.39
H -4.11 1.89 -0.52 0.23
H -0.39 4.10 -2.73 0.39

=====

Record 2
87
Properties=species:S:1:pos:R:3:mulliken_charge:R:1 method="wB97M-V/def2-TZVPD" total_charge=-2 energy_ha=-2736.83591 spin_multiplicity=1 orbital_gap_ev=6.6
K -0.18 -0.58 -0.80 0.74
O 2.03 -0.26 -2.37 -0.71
O 2.54 -4.20 -0.73 -0.71
O 0.25 -3.09 -0.72 -0.62
O -0.92 -5.01 -0.89 -0.79
O 3.23 0.38 -5.76 -0.54
N -2.49 0.33 3.36 -1.11
N -1.95 1.38 2.68 1.91
N -0.35 1.98 0.08 0.60
N -0.28 -0.53 -3.63 0.85
N -2.59 0.16 -2.29 0.08
N 0.83 -0.97 -4.25 -1.27
N -0.03 2.36 1.34 0.56
N 0.32 1.74 3.79 0.84
N 1.63 1.41 3.88 -1.12
C -0.09 2.83 -2.22 -0.95
C 1.47 -5.13 -0.75 1.81
C -2.92 2.26 2.34 0.72
C 1.93 -0.78 -3.49 0.36
C 1.59 -6.00 -1.99 -1.70
C -1.40 -0.92 -4.10 -0.88
C 2.06 1.84 5.05 0.62
C 3.49 1.64 5.45 -1.35
C -0.08 2.38 4.92 0.86
C 3.76 -2.47 -3.57 -0.22
C 0.04 2.95 -0.73 0.39
C 4.95 -1.29 -5.77 -0.83
C 1.02 4.32 2.54 -1.05
C -2.69 3.54 1.60 -0.94
C 4.92 -3.02 -4.11 -0.79
C -3.78 0.56 3.45 0.54
C 5.51 -2.43 -5.21 -0.46
C -3.73 0.48 -1.68 -0.06
C -1.46 2.89 5.17 -0.94
C 0.61 4.00 0.02 -1.66
C -4.68 -0.42 4.14 -1.43
C -3.88 -0.92 -3.98 -0.99
C 1.51 -5.98 0.52 -1.73
C 3.79 -0.75 -5.23 0.97
C -2.65 -0.53 -3.44 1.00
C -5.05 -0.58 -3.34 -0.18
C 1.01 2.46 5.76 -1.26
C -4.98 0.15 -2.15 -0.80
C -4.12 1.78 2.82 -1.37
C 0.55 3.58 1.33 0.87
C 0.12 -4.35 -0.79 0.23
C 3.18 -1.34 -4.13 -0.06
B -0.41 1.36 2.47 -0.47
H -1.11 2.57 -2.50 0.13
H -1.74 3.66 4.44 0.10
H 2.53 -6.57 -1.96 0.41
H 4.07 2.56 5.33 0.22
H 0.55 2.03 -2.60 0.01
H 1.60 -5.37 -2.88 0.33
H 3.56 1.33 6.50 0.32
H 5.35 -3.91 -3.66 0.42
H 1.43 -5.34 1.40 0.35
H -3.89 -1.50 -4.90 0.36
H -5.87 0.43 -1.61 0.40
H -3.66 4.03 1.43 0.48
H 1.04 4.92 -0.35 0.41
H -5.15 0.02 5.03 0.26
H -0.07 0.25 2.16 -0.25
H -3.62 1.02 -0.74 0.26
H 1.04 2.89 6.75 0.42
H -6.01 -0.88 -3.74 0.39
H -5.09 2.23 2.71 0.41
H -2.06 4.23 2.16 0.10
H -1.50 3.34 6.16 0.40
H 1.76 3.76 3.10 0.07
H 0.19 3.76 -2.70 0.37
H 6.42 -2.85 -5.64 0.35
H -2.21 2.09 5.11 0.10
H 3.94 0.87 4.83 0.36
H 0.68 -6.68 0.52 0.36
H -1.46 -1.58 -4.97 0.15
H 1.47 5.26 2.21 0.43
H 0.75 -6.68 -2.05 0.34
H -5.47 -0.77 3.48 0.30
H 0.20 4.56 3.23 0.15
H 2.45 -6.53 0.57 0.37
H 3.30 -2.92 -2.70 0.69
H 5.42 -0.82 -6.63 0.21
H 2.07 -3.34 -0.66 0.25
H 3.76 0.66 -6.51 0.28
H -2.21 3.38 0.63 -0.01
H -4.08 -1.28 4.45 0.36

=====

Record 3
81
Properties=species:S:1:pos:R:3:mulliken_charge:R:1 method="wB97M-V/def2-TZVPD" total_charge=-1 energy_ha=-10496.54049 spin_multiplicity=2 s2=0.76 orbital_gap_ev="7.0 / 7.0"
Se -2.33 -3.87 -0.81 -0.33
Se -0.48 0.22 -3.27 -0.04
Ge -1.17 -1.69 -5.80 0.58
Cu -0.64 0.25 0.77 -0.91
S 2.75 -3.01 2.37 -0.43
O -1.28 1.13 -0.90 -0.82
O -4.39 4.06 -2.94 -0.48
O -0.03 2.06 1.25 -0.54
N -1.34 -1.39 0.33 -0.54
N 1.62 -1.39 0.69 -0.20
C 0.22 2.03 -3.43 -1.03
C 2.93 -3.55 -3.63 2.58
C -0.86 0.41 3.69 -0.11
C -1.13 -3.38 -4.79 -0.84
C 1.02 -0.88 3.00 1.73
C 0.71 -0.37 5.34 -0.70
C 2.28 -2.34 -4.32 -1.99
C -2.84 2.53 -1.90 0.18
C -2.69 4.30 0.22 -0.80
C -3.53 4.57 -0.82 -1.11
C -0.47 0.30 5.01 -0.78
C 2.17 -4.82 -4.03 -1.84
C 3.62 -4.35 0.03 -1.31
C -0.73 -2.01 -7.71 -1.29
C 4.38 -3.63 -4.13 -1.93
C -1.74 -2.37 -0.16 0.50
C -4.36 3.25 -4.10 -0.75
C -0.88 2.97 1.27 1.75
C -2.98 -0.91 -5.68 -1.26
C -1.85 3.16 0.24 -0.61
C -0.12 -0.16 2.65 -0.58
C 2.96 -3.31 0.67 1.19
C 1.73 -1.60 1.95 1.15
C 2.28 -2.33 -0.07 -2.02
C 1.44 -0.96 4.33 -0.90
C -1.96 2.22 -0.83 0.35
C 0.08 -0.32 -5.10 -1.15
C 2.93 -3.42 -2.11 0.35
C -3.58 3.68 -1.91 1.02
C 3.59 -4.40 -1.35 -0.32
C 2.28 -2.39 -1.46 0.52
C -0.82 3.92 2.45 -1.79
H -1.05 -3.18 -3.73 0.07
H -2.67 4.98 1.06 0.37
H -4.97 3.77 -4.84 0.29
H 1.24 -2.22 -4.01 -0.31
H 1.15 -4.79 -3.64 0.32
H -0.45 2.64 -4.04 0.20
H 4.92 -4.47 -3.69 0.38
H 4.92 -2.72 -3.87 0.41
H -4.78 2.26 -3.92 0.33
H -3.21 -0.73 -4.63 0.35
H 1.11 -0.67 -5.07 0.45
H 0.03 0.56 -5.74 0.63
H -0.30 -4.02 -5.09 0.17
H -1.44 -2.72 -8.14 0.36
H 4.08 -5.22 -1.84 0.36
H -0.11 3.52 3.17 0.36
H 0.28 2.45 -2.43 0.29
H 2.36 -1.49 4.57 0.36
H -3.73 -1.59 -6.09 0.44
H -1.80 4.03 2.92 0.39
H 2.30 -2.49 -5.40 0.60
H -2.86 1.81 -2.71 0.43
H -3.34 3.14 -4.48 0.27
H 2.66 -5.71 -3.64 0.40
H -1.07 0.75 5.80 0.38
H 4.12 -5.12 0.61 0.37
H -0.49 4.91 2.12 0.51
H 0.27 -2.43 -7.82 0.37
H 2.83 -1.43 -4.09 0.60
H -2.06 -3.93 -4.95 0.54
H -4.13 5.47 -0.84 0.41
H 1.04 -0.42 6.37 0.37
H 1.73 -1.62 -1.99 0.62
H -1.76 0.97 3.46 0.40
H 1.21 2.00 -3.88 0.43
H 2.13 -4.91 -5.12 0.45
H -0.78 -1.09 -8.28 0.37
H -3.04 0.04 -6.21 0.31
H 4.40 -3.74 -5.22 0.42

=====

Values for ΔE to the lowest compared entry with this formula, charge and spin, kcal/mol, ordered as above
56.1 28.5 16.5